A:
2 unconnected molecules or ions with the total composition CH4N2O3. Source: the Open Molecules 2025 dataset; level of theory: ωB97M-V with the def2-TZVPD basis set.

Last column: Löwdin charge in e.
Atoms and positions in Å:
C (1.3212, -0.5247, -0.4744)  0.10
N (-1.1594, 0.7658, 0.1291)  0.02
N (1.3454, 0.5693, 0.2965)  -0.45
O (0.4566, 0.7810, 1.2074)  -0.02
O (2.1566, 1.4430, -0.0919)  -0.06
O (-0.9812, -0.0664, -0.7793)  -0.03
H (0.7417, -1.3561, -0.1703)  0.07
H (1.9307, -0.5695, -1.3386)  0.09
H (-0.9911, 1.6745, -0.0716)  0.11
H (-1.8498, 0.5334, 0.8399)  0.17

Values from the calculation:
HOMO-LUMO gap (spin up / spin down) = 7.5700 / 7.5637 eV

***

B:
2 unconnected molecules or ions with the total composition CH4N2O3. Source: the Open Molecules 2025 dataset; level of theory: ωB97M-V with the def2-TZVPD basis set.

Last column: Löwdin charge in e.
Atoms and positions in Å:
C (0.0242, -0.0477, -0.5288)  -0.09
N (0.7834, 0.9044, 0.0252)  0.10
N (-1.4346, 0.0405, -0.2151)  -0.39
O (-2.1647, -0.4075, -1.0765)  0.11
O (-1.6694, 0.6866, 0.7407)  0.13
O (0.3947, -1.4464, 0.9139)  -0.23
H (0.4055, -0.2611, -1.4471)  0.11
H (0.5217, 1.2487, 0.9584)  0.12
H (1.8188, 0.9934, -0.1141)  0.15
H (1.3205, -1.7109, 0.7433)  -0.01

Values from the calculation:
HOMO-LUMO gap (spin up / spin down) = 8.8301 / 8.8285 eV

***

C:
A single CH4N2O3 molecule. Source: the Open Molecules 2025 dataset; level of theory: ωB97M-V with the def2-TZVPD basis set.

Last column: Löwdin charge in e.
Atoms and positions in Å:
O (-0.4769, -2.0112, -0.7810)  -0.03
C (-0.0971, -0.8711, -0.3074)  -0.49
N (0.7721, -0.0662, -1.0351)  0.03
O (1.3151, 0.8254, -0.0918)  -0.12
N (-0.8392, -0.3979, 0.7299)  -0.01
O (-0.6776, 0.9353, 1.0259)  -0.08
H (1.5027, -0.1246, -1.7572)  0.17
H (0.6059, 1.5877, -0.2774)  0.16
H (-1.8571, -0.7290, 0.5444)  0.20
H (-0.2478, 0.8516, 1.9497)  0.16

Values from the calculation:
SMILES string = O=C(NO)NO
HOMO-LUMO gap = 10.2729 eV

***

D:
2 unconnected molecules or ions with the total composition CH4N2O3. Source: the Open Molecules 2025 dataset; level of theory: ωB97M-V with the def2-TZVPD basis set.

Last column: Löwdin charge in e.
Atoms and positions in Å:
C (-1.3051, -0.1922, -0.2251)  -0.08
N (-0.3305, 0.6705, 0.2189)  -0.28
N (2.2114, -0.2858, 0.0680)  -0.16
O (1.2246, -0.7607, 0.5948)  0.05
O (3.3534, -0.5071, -0.2051)  0.10
O (0.0653, 1.5978, -0.4739)  -0.02
H (-0.9988, -1.1630, -0.6620)  0.10
H (-2.0385, -0.4139, 0.4821)  0.07
H (-1.9917, 0.2497, -0.9537)  0.10
H (-0.1900, 0.8046, 1.1559)  0.11

Values from the calculation:
HOMO-LUMO gap (spin up / spin down) = 9.9742 / 6.8901 eV

***

Stability check: which of them is most stable? C.

***

A:
A molecular structure, C3H3FO2. Source: the Open Molecules 2025 dataset; level of theory: ωB97M-V with the def2-TZVPD basis set.

Last column: Löwdin charge in e.
Atoms and positions in Å:
C (-0.3055, -1.5235, 0.2174)  -0.04
C (0.0439, -0.6387, -0.5946)  0.01
C (-0.2093, 1.2011, -0.1184)  -0.50
O (-1.0991, 1.7905, -0.6130)  0.18
O (0.8221, 1.2182, 0.5193)  0.16
F (1.2996, 2.7415, 0.8891)  -0.12
H (-0.4630, -2.6139, -0.0140)  0.10
H (-0.8356, -1.4222, 1.1922)  0.10
H (0.7468, -0.7531, -1.4779)  0.13

Values from the calculation:
HOMO-LUMO gap (spin up / spin down) = 8.3447 / 8.7085 eV

***

B:
A single C3H3FO2 molecule. Source: the Open Molecules 2025 dataset; level of theory: ωB97M-V with the def2-TZVPD basis set.

Last column: Löwdin charge in e.
Atoms and positions in Å:
C (0.5776, 0.0740, -0.0409)  0.24
C (0.4067, 0.2335, 1.3850)  -0.51
O (1.6560, -0.0938, 1.2391)  0.01
F (0.1279, 1.4979, 1.7971)  0.09
O (-1.4628, 0.4660, -0.2189)  -0.09
C (-1.0251, -0.6757, 0.5525)  -0.10
H (-1.6549, -0.8526, 1.4342)  0.12
H (-1.7127, 1.1914, 0.3710)  0.11
H (-1.0576, -1.5931, -0.0402)  0.13

Values from the calculation:
HOMO-LUMO gap (spin up / spin down) = 8.0701 / 8.0695 eV

***

C:
A single C3H3FO2 molecule. Source: the Open Molecules 2025 dataset; level of theory: ωB97M-V with the def2-TZVPD basis set.

Last column: Löwdin charge in e.
Atoms and positions in Å:
O (0.5692, 1.8860, -1.1080)  0.07
C (0.4496, 1.7116, 0.0704)  -0.33
O (0.1608, 0.5360, 0.6423)  0.03
C (-0.1467, -0.4450, -0.2566)  -0.11
C (-0.4308, -1.6807, 0.1797)  -0.13
F (-0.3789, -1.9709, 1.4709)  0.05
H (0.6174, 2.5305, 0.8643)  0.17
H (-0.1595, -0.1128, -1.3173)  0.13
H (-0.6813, -2.4546, -0.5457)  0.12

Values from the calculation:
SMILES string = O=CO/C=C\F
HOMO-LUMO gap = 10.5778 eV

***

Stability check: which of them is most stable? C.

***

A:
A single C3H2BrNO2 molecule. Source: the Open Molecules 2025 dataset; level of theory: ωB97M-V with the def2-TZVPD basis set.

Last column: Löwdin charge in e.
Atoms and positions in Å:
C (-0.6844, -0.4158, 1.0052)  -0.27
C (0.6384, -0.5512, 0.9534)  -0.62
C (0.6741, 0.3570, -1.1316)  -0.29
N (-0.6012, 0.5862, -1.0275)  0.07
O (1.5251, 0.5039, -1.9379)  0.12
O (-1.3872, 0.2436, 0.0644)  -0.01
Br (1.9117, -1.2995, 1.9945)  0.74
H (-1.1824, -0.5180, 1.8894)  0.09
H (-0.8942, 1.0938, -1.8098)  0.16

Values from the calculation:
HOMO-LUMO gap = 9.0804 eV

***

B:
2 unconnected molecules or ions with the total composition C3H2BrNO2. Source: the Open Molecules 2025 dataset; level of theory: ωB97M-V with the def2-TZVPD basis set.

Last column: Löwdin charge in e.
Atoms and positions in Å:
O (0.0241, -1.0289, -2.7890)  0.20
C (0.1923, -1.7053, -1.8798)  -0.46
N (0.4140, -2.3151, -0.8743)  -0.45
Br (1.0739, -3.8162, -0.1207)  0.79
C (0.1545, 0.2180, 0.3321)  0.00
C (1.2519, -0.4123, 0.0537)  -0.40
O (2.3285, -0.7571, -0.1176)  0.16
H (-0.7395, -0.3460, 0.5873)  0.07
H (0.1074, 1.2250, -0.0690)  0.08

Values from the calculation:
SMILES string = O=C=NBr.C=C=O
HOMO-LUMO gap = 8.5128 eV

***

Stability check: which of them is most stable? B.

***

A:
2 unconnected molecules or ions with the total composition C2HClN2O. Source: the Open Molecules 2025 dataset; level of theory: ωB97M-V with the def2-TZVPD basis set.

Last column: Löwdin charge in e.
Atoms and positions in Å:
C (-1.1459, -1.6342, -0.0870)  -0.29
C (0.3945, 0.2450, 0.1658)  -0.31
N (-1.7150, -2.6510, -0.0332)  0.21
N (-0.7021, -0.4407, -0.1363)  0.22
O (1.0206, 1.2501, -0.1235)  -0.15
Cl (1.3271, 3.4852, -0.8256)  0.16
H (0.8208, -0.2544, 1.0398)  0.16

Values from the calculation:
HOMO-LUMO gap (spin up / spin down) = 7.0229 / 8.2352 eV

***

B:
2 unconnected molecules or ions with the total composition C2HClN2O. Source: the Open Molecules 2025 dataset; level of theory: ωB97M-V with the def2-TZVPD basis set.

Last column: Löwdin charge in e.
Atoms and positions in Å:
N (-1.2949, -2.4850, 0.1334)  0.18
C (-1.2740, -1.3410, 0.0110)  -0.21
C (-1.2731, -0.0014, -0.1311)  0.02
N (-1.3387, 1.1598, -0.0982)  -0.09
O (-1.3698, 2.3320, -0.1082)  0.10
Cl (3.3206, 0.2104, 0.7347)  0.25
H (3.2300, 0.1251, -0.5415)  -0.25

Values from the calculation:
SMILES string = N#CC#[N+][O-].Cl
HOMO-LUMO gap = 10.8103 eV

***

Stability check: which of them is most stable? B.